No. 1
The following is a DFT calculation (wB97M-V/def2-TZVPD) of a structure of composition C2H11N4 at a distorted geometry.

Properties
- Energy relative to the best compared isomer or geometry (same formula, charge and spin): 86.2 kcal/mol
- M: 91.138 g mol⁻¹
- Spin multiplicity: 1
- Highest occupied orbital energy: -0.4902 Ha
- Total charge: +1

Structure (XYZ):
```
17
C2H11N4, DFT wB97M-V/def2-TZVPD
C 0.76 -1.41 -0.33
C 0.11 -0.09 -0.74
N -0.01 -2.16 0.55
N 0.48 0.72 -1.75
N -0.09 0.94 0.95
N -1.12 1.96 0.79
H 1.84 -1.42 0.03
H 0.82 -1.75 -1.42
H -1.05 -0.35 -0.76
H 0.32 -2.64 1.32
H -0.81 -2.55 0.19
H -0.22 1.29 -2.04
H 1.31 1.22 -1.87
H 0.85 1.42 0.99
H -1.96 1.63 1.27
H -0.82 2.86 1.11
H -0.43 0.33 1.71
```

=====

No. 2
The following is a DFT calculation (wB97M-V/def2-TZVPD) of a cluster of 3 separate species, C2H11N4O in total at a distorted geometry.

Properties
- Energy relative to the best compared isomer or geometry (same formula, charge and spin): 131.9 kcal/mol
- M: 107.137 g mol⁻¹
- Spin multiplicity: 1
- Highest occupied orbital energy (spin up / spin down): -0.4401 / -0.4759 Ha
- Total charge: +1

Structure (XYZ):
```
18
C2H11N4O, DFT wB97M-V/def2-TZVPD
C 3.00 1.31 -1.14
C 0.33 0.46 0.03
N -1.32 -0.76 2.72
N -0.33 0.03 -2.22
N -0.47 -0.09 -0.83
N -1.66 -0.76 -0.41
O 0.29 0.52 1.25
H 2.68 1.40 -2.16
H 3.47 0.41 -0.81
H 3.00 2.18 -0.52
H -1.50 -0.20 3.55
H -0.60 -0.17 2.04
H 0.04 0.94 -2.48
H 0.28 -0.70 -2.59
H -1.65 -1.71 -0.78
H -2.46 -0.28 -0.83
H -0.89 -1.65 2.98
H -2.19 -0.93 2.20
```

=====

No. 3
The following is a DFT calculation (wB97M-V/def2-TZVPD) of an isolated molecule of C2H11N4OP at a distorted geometry.

Properties
- Energy relative to the best compared isomer or geometry (same formula, charge and spin): 0.0 kcal/mol
- M: 138.111 g mol⁻¹
- Spin multiplicity: 1
- Highest occupied orbital energy: -0.3399 Ha
- Structure (SMILES): CN(C)[P@](N)(=O)NN

Structure (XYZ):
```
19
C2H11N4OP, DFT wB97M-V/def2-TZVPD
C -1.18 1.49 0.40
N -1.05 0.25 -0.24
C -2.19 -0.62 0.10
P 0.45 -0.45 0.08
N 0.45 -1.91 -0.69
O 0.75 -0.60 1.54
N 1.52 0.65 -0.65
N 2.84 0.74 -0.07
H -0.40 2.21 0.21
H -2.16 2.00 0.23
H -1.01 1.44 1.49
H -1.98 -1.73 -0.28
H -2.08 -0.77 1.21
H -3.03 -0.22 -0.51
H 1.40 -2.40 -0.65
H -0.03 -1.95 -1.69
H 1.76 0.37 -1.61
H 2.84 1.56 0.69
H 3.12 -0.07 0.44
```

=====

Short version: DFT total energy = -8204.0766, -10249.2495, -19549.0620 eV, in the order given.